Entry 1:
DFT (ωB97M-V/def2-TZVPD) results for 2 unconnected molecules or ions with the total composition C8H17BrClNO4.

## Properties
HOMO-LUMO gap, eV: 9.98
E_LUMO, eV: 0.401
Structure (SMILES): O=COCC[C@H](CNCl)OCBr.CCO
Net charge: 0
HOMO, eV: -9.580

Last column: natural (NBO) charge in e.
Positions of all 32 atoms, in Å:
O -1.840 -6.127 1.298  -0.52
C -2.083 -4.974 1.686  0.64
O -2.898 -4.034 1.015  -0.55
C -2.067 -3.049 0.295  -0.09
C -1.243 -2.079 1.257  -0.50
C 0.237 -1.708 0.794  0.10
C 0.443 -0.162 0.377  -0.25
N -0.156 0.797 1.342  -0.62
Cl 0.047 2.369 0.599  0.10
O 0.786 -2.493 -0.282  -0.56
C 1.199 -3.799 0.155  -0.10
Br 1.922 -4.710 -1.489  -0.02
H -1.568 -4.629 2.656  0.12
H -2.792 -2.395 -0.309  0.22
H -1.457 -3.648 -0.450  0.20
H -1.171 -2.490 2.331  0.22
H -1.867 -1.117 1.366  0.25
H 0.939 -1.867 1.700  0.16
H 1.587 -0.015 0.331  0.19
H 0.060 -0.066 -0.689  0.22
H 0.308 0.780 2.258  0.37
H 0.342 -4.452 0.512  0.20
H 2.049 -3.764 0.913  0.20
C 1.500 6.256 -2.676  -0.63
C 0.436 5.642 -1.788  -0.06
O 0.985 5.310 -0.518  -0.72
H 2.333 5.562 -2.811  0.21
H 1.091 6.510 -3.657  0.21
H 1.909 7.162 -2.221  0.20
H 0.045 4.726 -2.236  0.18
H -0.398 6.337 -1.640  0.16
H 1.320 6.125 -0.123  0.46

---

Entry 2:
DFT (ωB97M-V/def2-TZVPD) results for a molecular structure, C23H43N5O22S.

## Properties
HOMO-LUMO gap, eV: 10.49
E_LUMO, eV: 0.103
ΔE to the lowest compared entry with this formula, charge and spin, eV: 0.000
Net charge: 0
HOMO, eV: -10.387

Last column: Löwdin charge in e.
Positions of all 94 atoms, in Å:
C 4.779 -0.230 -1.580  0.06
N 4.385 -1.352 -0.698  -0.44
O 5.207 -2.097 -0.244  0.09
O 3.201 -1.458 -0.496  0.03
H 5.824 -0.299 -1.861  0.10
H 4.662 0.668 -0.981  0.11
H 4.119 -0.375 -2.428  0.09
C 0.890 2.319 4.450  0.06
N 0.568 3.413 3.476  -0.44
O 1.394 3.712 2.658  0.09
O -0.482 3.986 3.656  0.02
H 0.931 2.730 5.450  0.10
H 1.828 1.851 4.180  0.10
H 0.093 1.605 4.265  0.05
C 2.243 1.688 -5.257  0.02
N 3.200 2.567 -4.580  -0.47
O 3.190 3.714 -4.910  0.09
O 3.931 2.087 -3.768  0.06
H 1.307 1.560 -4.711  0.08
H 2.646 0.692 -5.419  0.09
H 1.855 2.037 -6.211  0.10
C -2.055 4.346 1.307  0.03
N -1.828 5.816 1.232  -0.44
O -1.277 6.236 0.242  0.06
O -2.292 6.496 2.108  0.09
H -2.029 4.040 2.339  0.04
H -1.221 3.873 0.799  0.09
H -3.013 4.183 0.827  0.10
C -2.730 1.757 3.953  0.04
N -3.636 2.666 4.711  -0.45
O -4.216 3.520 4.084  0.07
O -3.704 2.547 5.910  0.07
H -2.309 1.011 4.609  0.09
H -2.055 2.416 3.433  0.04
H -3.434 1.311 3.251  0.11
O -0.380 1.510 1.605  0.09
C -0.120 0.860 0.622  -0.44
O -0.863 -0.236 0.324  -0.01
C -0.359 -0.978 -0.824  -0.10
C 0.807 -0.133 -1.345  -0.15
C 1.003 1.017 -0.364  -0.04
H -1.239 -0.883 -1.469  0.13
H -0.165 -2.017 -0.584  0.09
H 0.756 0.142 -2.400  0.11
H 1.680 -0.792 -1.424  0.06
H 0.875 1.979 -0.865  0.13
H 1.913 1.030 0.234  0.13
O 0.363 -0.794 4.138  0.10
C -0.674 -1.416 4.150  -0.50
O -1.000 -2.275 5.125  0.03
C -2.107 -3.112 4.711  -0.13
C -2.804 -2.358 3.569  -0.12
C -1.713 -1.425 3.042  -0.07
H -2.731 -3.255 5.592  0.13
H -1.726 -4.104 4.462  0.11
H -3.748 -1.997 3.971  0.11
H -3.059 -3.125 2.833  0.11
H -2.088 -0.441 2.791  0.09
H -1.240 -1.792 2.134  0.11
O 0.424 3.881 -3.976  0.11
C -0.660 4.088 -3.516  -0.47
O -0.955 3.858 -2.214  0.03
C -2.396 4.041 -2.042  -0.17
C -2.948 3.831 -3.413  -0.18
C -1.909 4.450 -4.329  -0.05
H -2.591 5.046 -1.660  0.12
H -2.878 3.363 -1.340  0.12
H -3.913 4.348 -3.476  0.12
H -3.141 2.774 -3.604  0.12
H -1.984 5.538 -4.277  0.14
H -1.860 4.044 -5.328  0.12
O 2.619 -2.086 -4.164  0.14
C 2.002 -3.052 -3.903  -0.49
O 1.122 -3.114 -2.875  0.02
C 0.670 -4.445 -2.637  -0.15
C 1.491 -5.340 -3.574  -0.14
C 1.895 -4.367 -4.654  -0.08
H -0.407 -4.501 -2.840  0.13
H 0.711 -4.822 -1.604  0.10
H 0.887 -6.175 -3.932  0.12
H 2.356 -5.771 -3.071  0.12
H 1.216 -4.196 -5.491  0.14
H 2.864 -4.652 -5.067  0.13
C 1.583 -4.280 1.583  -0.14
C 0.671 -4.300 2.823  -0.13
O -0.489 -5.052 2.435  -0.20
S -0.484 -5.365 0.877  0.61
O -1.046 -4.228 0.195  -0.24
O -0.958 -6.663 0.555  -0.20
O 1.118 -5.365 0.790  -0.19
H 2.585 -4.554 1.900  0.14
H 1.580 -3.315 1.088  0.12
H 0.336 -3.333 3.204  0.10
H 1.137 -4.731 3.712  0.14

---

Entry 3:
DFT (ωB97M-V/def2-TZVPD) results for a molecular structure, C4H4IrO6.

## Properties
Spin multiplicity: 6
HOMO-LUMO gap (alpha / beta), eV: 8.90 / 6.13
E_LUMO (alpha / beta), eV: -10.206 / -13.851
ΔE to the lowest compared entry with this formula, charge and spin, eV: 0.000
Net charge: +2
HOMO (alpha / beta), eV: -19.105 / -19.978
⟨S²⟩: 8.7721

Last column: Löwdin spin population.
Positions of all 15 atoms, in Å:
O 0.679 0.202 1.999  0.15
C 1.666 -0.307 1.337  0.05
O 1.634 -1.421 0.801  0.14
O 2.315 0.656 0.740  0.84
Ir 0.478 -2.272 -0.468  2.60
O -1.147 0.016 -2.888  0.72
C -0.916 -0.877 -2.089  0.05
C -0.513 0.724 1.357  0.01
O -0.789 -2.112 -2.347  0.21
O -0.309 -0.562 -0.900  0.18
C -0.237 1.015 -0.107  0.04
H -0.764 1.637 1.902  0.00
H -1.296 -0.026 1.514  0.00
H 0.356 1.918 -0.290  0.00
H -1.156 1.408 -0.562  0.01

---

Entry 4:
DFT (ωB97M-V/def2-TZVPD) results for 2 unconnected molecules or ions with the total composition C19H27N2O6.

## Properties
Spin multiplicity: 2
HOMO-LUMO gap (alpha / beta), eV: 8.87 / 9.10
E_LUMO (alpha / beta), eV: -0.002 / -0.109
ΔE to the lowest compared entry with this formula, charge and spin, eV: 4.404
Net charge: 0
HOMO (alpha / beta), eV: -8.869 / -9.209
⟨S²⟩: 0.7543

Last column: Löwdin spin population.
Positions of all 54 atoms, in Å:
C -1.777 2.018 1.867  0.00
C -1.124 1.278 0.563  0.02
C -1.134 -0.302 0.967  0.00
C 0.357 1.877 0.427  0.02
C 1.056 1.374 -0.962  0.00
N 2.174 2.372 -1.186  0.00
O 1.524 0.032 -0.700  0.00
C 2.159 -0.569 -1.815  0.00
O 3.145 -0.130 -2.447  0.00
C 1.607 -2.010 -2.297  0.00
C 1.115 -2.315 -3.730  0.00
C 0.664 -3.782 -4.020  0.00
C 0.714 -4.920 -2.942  0.00
C 1.187 -4.605 -1.486  0.00
C 1.638 -3.130 -1.197  0.00
C 0.043 1.540 -2.193  0.02
C -1.495 1.191 -1.907  0.03
C -1.839 -0.364 -2.287  0.00
C -2.345 2.056 -3.005  0.00
N -2.023 1.609 -0.580  0.33
O -2.308 2.894 -0.518  0.57
H -2.914 1.877 1.834  0.00
H -1.465 3.121 1.936  0.00
H -1.382 1.526 2.834  0.00
H -0.479 -0.461 1.899  0.00
H -0.698 -0.965 0.147  0.00
H -2.221 -0.601 1.229  0.00
H 1.019 1.629 1.334  0.00
H 0.282 3.017 0.378  0.00
H 2.460 2.303 -2.183  0.00
H 1.790 3.333 -1.113  0.00
H 1.089 -1.500 -4.520  0.00
H 0.275 -4.103 -5.051  0.00
H 0.413 -6.006 -3.176  0.00
H 1.192 -5.425 -0.696  0.00
H 1.993 -2.935 -0.120  0.00
H 0.343 0.970 -3.147  0.00
H 0.070 2.657 -2.494  0.00
H -2.574 -0.384 -3.177  0.00
H -2.423 -0.845 -1.413  0.00
H -0.917 -0.961 -2.590  0.00
H -2.210 1.639 -4.059  0.00
H -1.946 3.142 -3.046  0.00
H -3.451 2.166 -2.694  0.00
C 1.409 -0.259 6.457  0.00
C 1.434 -0.069 4.971  0.00
O 0.068 0.154 4.652  0.00
C -0.535 0.620 5.781  0.00
O -1.646 1.065 5.818  0.00
O 0.288 0.516 6.860  0.00
H 2.321 0.098 6.939  0.00
H 1.240 -1.301 6.744  0.00
H 2.015 0.808 4.670  0.00
H 1.818 -0.945 4.445  0.00

---

Entry 5:
DFT (ωB97M-V/def2-TZVPD) results for 3 unconnected molecules or ions with the total composition CH5NO2.

## Properties
HOMO-LUMO gap, eV: 8.34
E_LUMO, eV: -1.583
ΔE to the lowest compared entry with this formula, charge and spin, eV: 5.713
Net charge: 0
HOMO, eV: -9.924

Last column: natural (NBO) charge in e.
Positions of all 9 atoms, in Å:
C 0.179 0.704 0.354  0.60
N -0.590 1.911 0.491  -0.94
O -0.510 -0.263 -0.109  -0.54
H 1.751 -0.027 -0.074  0.13
H -0.979 2.408 -0.384  0.43
H -1.142 2.038 1.300  0.41
H 1.060 -2.718 -0.609  0.44
H 0.103 -1.496 -0.343  0.47
O 0.128 -2.557 -0.625  -1.00

---

Entry 6:
DFT (ωB97M-V/def2-TZVPD) results for C6H10 in the gas phase.

## Properties
HOMO-LUMO gap, eV: 10.18
E_LUMO, eV: 1.059
ΔE to the lowest compared entry with this formula, charge and spin, eV: 1.750
Structure (SMILES): CC=C=CCC
Net charge: 0
HOMO, eV: -9.120

Last column: natural (NBO) charge in e.
Positions of all 16 atoms, in Å:
C 1.761 -0.421 0.440  -0.61
C 1.734 0.410 -0.839  -0.42
C 0.468 1.223 -1.008  -0.25
C -0.621 0.833 -0.397  0.06
C -1.563 -0.033 -0.140  -0.27
C -2.394 -0.451 1.025  -0.63
H 1.542 0.210 1.310  0.21
H 2.735 -0.898 0.590  0.21
H 0.998 -1.203 0.403  0.21
H 1.797 -0.265 -1.706  0.21
H 2.610 1.062 -0.893  0.21
H 0.462 2.062 -1.702  0.22
H -1.697 -0.704 -0.989  0.20
H -2.465 0.237 1.868  0.22
H -3.397 -0.667 0.646  0.22
H -1.971 -1.395 1.391  0.22

---

Entry 7:
DFT (ωB97M-V/def2-TZVPD) results for a gas-phase ion, C2H10NOSi2 (charge +1).

## Properties
HOMO-LUMO gap, eV: 10.76
E_LUMO, eV: -3.446
ΔE to the lowest compared entry with this formula, charge and spin, eV: 0.000
Structure (SMILES): C1[NH2+]C[SiH2]O[SiH2]1
Net charge: +1
HOMO, eV: -14.210

Last column: natural (NBO) charge in e.
Positions of all 16 atoms, in Å:
C 0.114 1.345 -0.537  -0.57
C 1.329 -0.756 0.193  -0.68
N 1.061 0.634 0.511  -0.53
O -1.524 -0.689 0.302  -1.28
Si -1.999 0.886 0.077  1.42
Si -0.355 -1.809 -0.108  1.42
H 0.371 2.432 -0.576  0.23
H 0.443 0.776 -1.355  0.21
H 1.939 -0.836 -0.735  0.25
H 2.051 -1.240 0.937  0.27
H 1.797 1.355 0.270  0.45
H 0.730 0.732 1.438  0.43
H -2.396 1.683 1.252  -0.14
H -2.757 0.501 -1.055  -0.15
H -0.396 -2.222 -1.548  -0.15
H -0.408 -2.793 0.937  -0.16

---

Calculated maximum force in order - 4.107, 2.398, 5.704, 4.932, 6.932, 0.526, 4.280 eV Å⁻¹